1.
A cluster of 11 separate species, C38H59NO31PS in total. Source: the OMol25 dataset; level of theory: ωB97M-V with the def2-TZVPD basis set.

Each line ends with the Löwdin charge.
Element x y z (Å)
C (1.000, -1.464, 3.713)  -0.08
C (1.077, -2.779, 2.939)  -0.27
C (0.679, -3.918, 3.871)  -0.19
C (0.691, -5.333, 3.227)  -0.44
C (1.653, -5.459, 2.031)  -0.10
P (-0.959, -5.926, 2.811)  0.62
N (-1.754, -6.419, 4.190)  -0.08
S (-0.697, -7.671, 1.709)  0.63
C (-1.905, -4.811, 1.731)  -0.21
C (-2.210, -3.430, 2.348)  -0.38
C (-2.841, -3.413, 3.729)  0.01
O (-3.521, -3.089, 2.401)  -0.08
H (0.959, -0.617, 3.035)  0.08
H (0.167, -1.438, 4.414)  0.07
H (1.904, -1.338, 4.302)  0.07
H (2.110, -2.909, 2.620)  0.07
H (0.480, -2.746, 2.026)  0.09
H (1.435, -3.945, 4.655)  0.13
H (-0.260, -3.706, 4.379)  0.08
H (1.061, -6.033, 3.979)  0.13
H (1.219, -5.005, 1.144)  0.08
H (1.857, -6.503, 1.825)  0.05
H (2.585, -4.963, 2.273)  0.09
H (-2.742, -6.250, 4.012)  0.06
H (-1.532, -5.756, 4.942)  0.05
H (-1.578, -7.467, 0.720)  -0.14
H (-1.250, -4.612, 0.883)  0.10
H (-2.865, -5.221, 1.434)  0.11
H (-1.489, -2.643, 2.152)  0.13
H (-3.541, -4.168, 4.040)  0.11
H (-2.847, -2.420, 4.152)  0.12
C (-4.382, -6.077, 7.851)  -0.10
C (-3.441, -7.170, 8.314)  -0.10
O (-2.197, -6.762, 7.724)  0.06
C (-2.246, -5.434, 7.508)  -0.60
O (-1.316, -4.774, 7.163)  0.14
O (-3.495, -4.958, 7.699)  0.06
H (-5.166, -5.849, 8.567)  0.14
H (-4.837, -6.298, 6.883)  0.13
H (-3.324, -7.192, 9.397)  0.14
H (-3.724, -8.159, 7.966)  0.14
C (-5.618, -0.006, 1.220)  -0.11
C (-4.266, -0.312, 0.609)  -0.12
O (-4.439, 0.122, -0.744)  0.04
C (-5.434, 1.049, -0.766)  -0.57
O (-5.700, 1.720, -1.706)  0.17
O (-6.067, 1.096, 0.426)  0.07
H (-5.563, 0.276, 2.268)  0.13
H (-6.323, -0.831, 1.109)  0.14
H (-3.460, 0.268, 1.064)  0.14
H (-4.011, -1.367, 0.646)  0.11
C (-3.571, -0.320, -4.662)  -0.11
C (-3.542, 1.119, -4.205)  -0.11
O (-2.211, 1.530, -4.565)  0.05
C (-1.787, 0.720, -5.567)  -0.58
O (-0.800, 0.898, -6.202)  0.16
O (-2.636, -0.315, -5.746)  0.07
H (-4.551, -0.643, -5.003)  0.14
H (-3.215, -1.010, -3.894)  0.13
H (-4.261, 1.743, -4.738)  0.14
H (-3.704, 1.230, -3.138)  0.11
C (6.211, -0.702, 4.977)  -0.09
C (6.044, -2.129, 5.436)  -0.09
O (4.864, -2.542, 4.716)  0.05
C (4.755, -1.759, 3.621)  -0.58
O (3.977, -1.963, 2.735)  0.12
O (5.615, -0.740, 3.658)  0.09
H (7.248, -0.392, 4.926)  0.12
H (5.662, -0.001, 5.589)  0.10
H (6.877, -2.767, 5.140)  0.13
H (5.894, -2.214, 6.508)  0.13
C (-3.360, 4.236, -7.296)  -0.10
C (-2.933, 5.135, -6.172)  -0.11
O (-3.903, 6.190, -6.226)  0.07
C (-5.012, 5.702, -6.829)  -0.57
O (-6.055, 6.267, -6.885)  0.16
O (-4.775, 4.475, -7.362)  0.05
H (-3.150, 3.187, -7.099)  0.12
H (-2.908, 4.515, -8.249)  0.14
H (-2.999, 4.648, -5.196)  0.13
H (-1.931, 5.523, -6.311)  0.11
C (2.088, 1.954, -7.692)  -0.12
C (2.940, 0.907, -7.010)  -0.12
O (4.265, 1.298, -7.386)  0.05
C (4.246, 2.623, -7.688)  -0.57
O (5.212, 3.283, -7.871)  0.17
O (2.972, 3.080, -7.743)  0.06
H (1.187, 2.195, -7.138)  0.11
H (1.818, 1.673, -8.711)  0.14
H (2.856, 0.946, -5.923)  0.13
H (2.729, -0.104, -7.348)  0.13
C (11.761, -1.951, 4.455)  -0.11
C (10.549, -1.837, 3.553)  -0.11
O (9.483, -1.689, 4.500)  0.03
C (10.005, -1.196, 5.653)  -0.57
O (9.351, -0.815, 6.565)  0.17
O (11.354, -1.208, 5.610)  0.07
H (12.660, -1.522, 4.023)  0.13
H (11.964, -2.980, 4.755)  0.13
H (10.580, -0.950, 2.918)  0.14
H (10.390, -2.714, 2.931)  0.13
C (3.987, 0.022, 9.311)  -0.11
C (4.263, 1.403, 9.869)  -0.11
O (5.527, 1.721, 9.281)  0.07
C (5.671, 0.992, 8.154)  -0.56
O (6.532, 1.142, 7.354)  0.17
O (4.689, 0.053, 8.062)  0.04
H (2.930, -0.174, 9.150)  0.13
H (4.408, -0.772, 9.930)  0.13
H (3.528, 2.141, 9.543)  0.13
H (4.331, 1.422, 10.953)  0.13
C (-6.747, 6.107, -10.002)  -0.11
C (-6.505, 4.625, -10.191)  -0.12
O (-6.846, 4.433, -11.568)  0.06
C (-6.709, 5.621, -12.209)  -0.58
O (-6.755, 5.760, -13.385)  0.17
O (-6.511, 6.622, -11.319)  0.06
H (-6.076, 6.563, -9.285)  0.11
H (-7.776, 6.329, -9.716)  0.14
H (-5.460, 4.350, -10.045)  0.12
H (-7.127, 4.005, -9.552)  0.13
C (-1.692, 9.566, -6.074)  -0.11
C (-0.328, 9.252, -5.494)  -0.11
O (-0.094, 7.921, -5.973)  0.06
C (-0.843, 7.740, -7.084)  -0.59
O (-0.752, 6.802, -7.810)  0.15
O (-1.709, 8.758, -7.256)  0.07
H (-1.822, 10.614, -6.327)  0.13
H (-2.509, 9.250, -5.423)  0.13
H (0.454, 9.906, -5.882)  0.13
H (-0.306, 9.275, -4.408)  0.13

Total charge: +1
HOMO (eV): -11.31
HOMO-LUMO gap (eV): 8.61
Strongest force on any atom (eV Å⁻¹): 3.691
E_tot (eV): -125443.323

=====

2.
A structure of composition C37H54BN8SSnTe4. Source: the OMol25 dataset; level of theory: ωB97M-V with the def2-TZVPD basis set.

Each line ends with the Löwdin charge.
Element x y z (Å)
Sn (-0.026, -1.007, -1.019)  0.61
C (3.350, -3.463, -0.035)  -0.09
C (3.155, -2.398, 1.049)  -0.36
C (4.350, -2.427, 2.004)  -0.06
C (2.982, -1.013, 0.477)  -0.26
C (4.011, -0.137, 0.175)  0.05
C (3.413, 1.030, -0.280)  -0.19
C (4.085, 2.285, -0.747)  -0.35
C (5.145, 2.747, 0.251)  -0.04
C (4.683, 2.049, -2.136)  -0.04
N (2.089, 0.862, -0.223)  0.04
N (1.789, -0.403, 0.257)  -0.02
B (0.951, 1.941, -0.410)  -0.47
N (0.446, 1.894, -1.878)  0.05
N (-0.430, 0.902, -2.251)  -0.03
C (-0.835, 1.185, -3.496)  -0.25
C (-0.249, 2.377, -3.913)  0.06
C (0.546, 2.803, -2.864)  -0.18
C (1.380, 4.049, -2.790)  -0.35
C (0.481, 5.284, -2.686)  -0.04
C (2.299, 4.149, -4.009)  -0.05
C (-1.804, 0.343, -4.267)  -0.41
C (-3.246, 0.664, -3.855)  -0.08
C (-1.627, 0.519, -5.772)  -0.06
N (-0.200, 1.584, 0.578)  0.07
N (-0.949, 0.439, 0.417)  -0.01
C (-1.961, 0.498, 1.294)  -0.25
C (-1.892, 1.696, 1.997)  0.06
C (-0.768, 2.348, 1.525)  -0.18
C (-0.234, 3.683, 1.956)  -0.36
C (-1.098, 4.802, 1.369)  -0.04
C (-0.180, 3.769, 3.482)  -0.05
C (-2.999, -0.575, 1.436)  -0.40
C (-3.167, -1.003, 2.895)  -0.04
C (-4.333, -0.088, 0.864)  -0.06
H (3.638, -4.407, 0.431)  0.09
H (2.455, -3.638, -0.627)  0.00
H (4.142, -3.167, -0.724)  0.08
H (2.264, -2.633, 1.629)  0.11
H (5.291, -2.340, 1.457)  0.08
H (4.308, -1.621, 2.737)  0.09
H (4.369, -3.376, 2.539)  0.09
H (5.066, -0.319, 0.279)  0.13
H (3.326, 3.062, -0.821)  0.10
H (5.959, 2.024, 0.324)  0.08
H (5.572, 3.697, -0.072)  0.09
H (4.727, 2.883, 1.249)  0.09
H (5.447, 1.271, -2.100)  0.09
H (3.917, 1.737, -2.849)  0.07
H (5.147, 2.961, -2.513)  0.09
H (1.367, 3.023, -0.161)  0.11
H (-0.386, 2.867, -4.860)  0.12
H (1.994, 4.003, -1.893)  0.10
H (-0.161, 5.367, -3.564)  0.09
H (-0.161, 5.238, -1.805)  0.07
H (1.085, 6.190, -2.619)  0.09
H (1.718, 4.300, -4.920)  0.08
H (2.976, 4.998, -3.903)  0.09
H (2.897, 3.247, -4.139)  0.07
H (-1.598, -0.703, -4.034)  0.00
H (-3.570, 1.602, -4.309)  0.09
H (-3.920, -0.128, -4.184)  0.08
H (-3.342, 0.757, -2.773)  0.05
H (-1.850, 1.541, -6.083)  0.08
H (-0.612, 0.276, -6.089)  0.09
H (-2.313, -0.143, -6.303)  0.09
H (-2.560, 2.031, 2.772)  0.13
H (0.778, 3.791, 1.570)  0.12
H (-2.128, 4.715, 1.718)  0.09
H (-0.717, 5.778, 1.673)  0.09
H (-1.109, 4.765, 0.278)  0.07
H (-1.183, 3.750, 3.912)  0.08
H (0.389, 2.944, 3.910)  0.09
H (0.292, 4.703, 3.786)  0.09
H (-2.684, -1.448, 0.862)  0.02
H (-3.569, -0.183, 3.493)  0.09
H (-3.867, -1.837, 2.966)  0.09
H (-2.228, -1.317, 3.344)  0.06
H (-4.682, 0.798, 1.396)  0.09
H (-4.244, 0.162, -0.195)  0.06
H (-5.093, -0.864, 0.967)  0.09
Te (1.799, -1.754, -2.858)  0.36
Te (0.562, -3.320, -4.691)  0.08
Te (-2.054, -3.664, -3.964)  0.11
Te (-2.508, -2.219, -1.711)  0.40
S (-0.829, -5.920, 3.812)  1.01
C (-0.561, -4.659, 2.582)  -0.49
C (-0.461, -4.980, 1.237)  -0.04
C (-0.287, -3.962, 0.318)  -0.17
N (-0.175, -2.686, 0.684)  -0.08
C (-0.251, -2.371, 1.981)  -0.14
C (-0.449, -3.323, 2.957)  -0.05
C (-2.579, -5.648, 4.024)  -0.52
C (-3.481, -5.881, 2.994)  -0.08
C (-4.824, -5.641, 3.227)  -0.13
N (-5.309, -5.212, 4.392)  0.07
C (-4.437, -5.016, 5.375)  -0.14
C (-3.068, -5.211, 5.244)  -0.08
H (-0.532, -6.006, 0.904)  0.12
H (-0.249, -4.161, -0.748)  0.09
H (-0.140, -1.323, 2.228)  0.12
H (-0.522, -3.032, 3.996)  0.12
H (-3.150, -6.245, 2.030)  0.11
H (-5.550, -5.809, 2.440)  0.11
H (-4.847, -4.675, 6.319)  0.11
H (-2.402, -5.026, 6.076)  0.11

Total charge: +1
HOMO (eV): -9.29
HOMO-LUMO gap (eV): 5.80
Strongest force on any atom (eV Å⁻¹): 1.432
E_tot (eV): -97682.263